i | {
  "formula": "C3H4P2",
  "method": "ωB97M-V with the def2-TZVPD basis set",
  "symbols": ["C", "C", "C", "P", "P", "H", "H", "H", "H"],
  "xyz": [[-1.2045, -0.9499, -0.2568], [0.5042, 1.0459, 0.1662], [-0.0832, -0.3932, -0.0227], [1.6470, -1.1217, 0.0736], [2.3453, 0.8495, -0.2116], [-2.1572, -0.2748, -0.3236], [-1.4171, -2.0576, -0.2151], [-0.0898, 1.6577, -0.4247], [0.4554, 1.2442, 1.2146]],
  "gap_ha": 0.284,
  "e_homo_ev": -8.704,
  "e_lumo_ev": -0.97
}


ii | {
  "formula": "C3H4P2",
  "method": "ωB97M-V with the def2-TZVPD basis set",
  "symbols": ["P", "C", "C", "P", "C", "H", "H", "H", "H"],
  "xyz": [[-1.7264, -0.4391, -0.1830], [-0.5152, 0.7090, 0.6939], [0.4971, 0.6757, -0.4951], [1.8314, -0.4685, 0.0376], [0.0149, -0.6471, 0.3237], [-2.2665, -1.0542, 0.9668], [-0.2082, 1.4108, 1.4517], [0.4183, 0.7559, -1.5492], [1.9546, -0.9425, -1.2464]],
  "gap_ha": 0.333,
  "e_homo_ev": -8.471,
  "e_lumo_ev": 0.60,
  "smiles": "P1[C@@H]2[C@H]3PC123"
}


iii | {
  "formula": "C3H4P2",
  "method": "ωB97M-V with the def2-TZVPD basis set",
  "symbols": ["C", "P", "C", "P", "C", "H", "H", "H", "H"],
  "xyz": [[1.5502, -0.0024, -0.1772], [1.3156, 0.8052, 1.2575], [-0.3825, 0.4222, 1.2585], [-1.0500, -0.3863, -0.0304], [-0.3780, -0.3241, -1.6012], [2.3510, 0.0126, -0.9717], [-0.8878, 0.5005, 2.1464], [-2.4044, 0.0426, 0.3434], [-0.1140, -1.0702, -2.2254]],
  "gap_ha": [0.267, 0.267],
  "e_homo_ev": [-8.231, -8.228],
  "e_lumo_ev": [-0.96, -0.96],
  "smiles": "C#P=C[PH]#C"
}


iv | {
  "formula": "C3H4P2",
  "method": "ωB97M-V with the def2-TZVPD basis set",
  "symbols": ["H", "P", "C", "P", "C", "C", "H", "H", "H"],
  "xyz": [[1.0588, -0.5891, 3.7130], [1.4636, -0.3369, 2.4549], [0.0461, -0.1812, 1.5105], [-1.6982, 0.0532, 1.1922], [-0.1831, 0.2894, 0.2712], [0.3078, 0.6254, -0.8511], [-1.5021, -1.1904, 0.6915], [1.2637, 0.3578, -1.2175], [-0.1117, 1.4900, -1.4200]],
  "gap_ha": 0.288,
  "e_homo_ev": -8.552,
  "e_lumo_ev": -0.72,
  "smiles": "[H]/P=C1\\PC1=C"
}


Which of them is the most stable? Correct choice: i.


i | {
  "formula": "C3H9NS",
  "method": "ωB97M-V with the def2-TZVPD basis set",
  "symbols": ["C", "C", "C", "N", "H", "H", "H", "H", "H", "H", "H", "H", "S", "H"],
  "xyz": [[1.1008, -0.7007, -2.6841], [0.5102, 0.1913, -1.6189], [-0.6306, -0.2120, -1.0023], [-1.2519, 0.5285, 0.0050], [0.6709, -1.7026, -2.7587], [0.9698, -0.2376, -3.6802], [2.1849, -0.8157, -2.5627], [0.9807, 1.0888, -1.2620], [-1.0739, -1.1862, -1.2558], [-0.5177, 0.2056, 1.0653], [-1.0765, 1.5208, -0.1437], [-2.3246, 0.3503, 0.1012], [0.1082, 0.0798, 2.5214], [1.3355, 0.1288, 1.9519]],
  "gap_ha": 0.317,
  "e_homo_ev": -8.014,
  "e_lumo_ev": 0.61
}


ii | {
  "formula": "C3H9NS",
  "method": "ωB97M-V with the def2-TZVPD basis set",
  "symbols": ["C", "N", "H", "H", "H", "C", "C", "S", "H", "H", "H", "H", "H", "H"],
  "xyz": [[1.8284, -1.5833, -0.6987], [1.5876, -1.8289, 0.5293], [1.4993, -2.2761, -1.4740], [2.3813, -0.6618, -0.8588], [1.1237, -2.7390, 0.5696], [-1.6339, 0.4026, 0.1458], [-1.0350, 1.7990, 0.0766], [0.8202, 1.6229, 0.3826], [-1.4450, -0.0855, -0.8137], [-1.2985, -0.1574, 1.0180], [-2.7258, 0.3332, 0.2919], [-1.0576, 2.2899, -0.8900], [-1.3715, 2.4443, 0.8833], [1.3267, 0.4401, 0.8382]],
  "gap_ha": 0.357,
  "e_homo_ev": -8.698,
  "e_lumo_ev": 1.02,
  "smiles": "C=N.CCS"
}


Which of them is the most stable? Correct choice: i.


i | {
  "formula": "C3H9NS",
  "method": "ωB97M-V with the def2-TZVPD basis set",
  "symbols": ["C", "S", "H", "H", "H", "C", "C", "N", "H", "H", "H", "H", "H", "H"],
  "xyz": [[-1.8619, 1.5084, 0.9590], [-0.3686, 1.1426, -0.2440], [-2.6700, 2.0659, 0.5571], [-1.4977, 1.8946, 1.9095], [-2.0719, 0.4847, 1.3268], [0.4232, -2.0356, -1.0532], [1.5218, -0.2889, 0.3038], [0.9624, -1.4411, 0.2028], [0.1434, -3.0992, -0.9923], [-0.4371, -1.3751, -1.3032], [1.1016, -1.9628, -1.9475], [2.1290, 0.1642, -0.5977], [1.5810, 0.2266, 1.2681], [0.3848, -1.6962, 1.0060]],
  "gap_ha": 0.287,
  "e_homo_ev": -7.273,
  "e_lumo_ev": 0.52
}


ii | {
  "formula": "C3H9NS",
  "method": "ωB97M-V with the def2-TZVPD basis set",
  "symbols": ["C", "C", "N", "C", "S", "H", "H", "H", "H", "H", "H", "H", "H", "H"],
  "xyz": [[1.1731, 1.3849, -0.3108], [-0.1017, 0.5225, -0.7945], [-0.0697, 0.1613, -2.1989], [0.0033, -0.8033, -0.0506], [-0.6824, -0.6698, 1.6691], [1.0268, 2.4596, -0.1770], [1.9501, 1.4111, -1.0831], [1.5032, 1.0754, 0.7001], [-0.9472, 1.1637, -0.4785], [-0.1775, 0.8571, -2.9226], [0.8077, -0.3281, -2.3495], [-0.5511, -1.6031, -0.5450], [1.0191, -1.1289, 0.1750], [0.3724, -0.5261, 2.4984]],
  "gap_ha": 0.365,
  "e_homo_ev": -8.957,
  "e_lumo_ev": 0.98,
  "smiles": "C[C@@H](N)CS"
}


iii | {
  "formula": "C3H9NS",
  "method": "ωB97M-V with the def2-TZVPD basis set",
  "symbols": ["N", "C", "C", "C", "S", "H", "H", "H", "H", "H", "H", "H", "H", "H"],
  "xyz": [[-0.9764, 1.8861, 0.7261], [-0.2730, 1.2901, -0.4124], [-0.2302, -0.2706, -0.4959], [0.8408, -0.9915, 0.3704], [0.6735, -2.8330, 0.2701], [-0.4285, 1.8626, 1.5039], [-1.7498, 1.3451, 1.0766], [0.6918, 1.4759, -0.0714], [-0.8431, 1.4224, -1.4591], [-0.0164, -0.4640, -1.6065], [-1.1883, -0.5355, -0.1824], [1.9604, -0.6153, -0.0007], [0.8902, -0.6050, 1.4241], [0.6489, -2.9672, -1.1426]],
  "gap_ha": 0.366,
  "e_homo_ev": -9.018,
  "e_lumo_ev": 0.93,
  "smiles": "NCCCS"
}


iv | {
  "formula": "C3H9NS",
  "method": "ωB97M-V with the def2-TZVPD basis set",
  "symbols": ["C", "C", "C", "H", "H", "H", "H", "H", "H", "H", "H", "H", "N", "S"],
  "xyz": [[-0.1736, 1.9624, -0.4276], [-0.6237, -0.4559, -0.1155], [-0.0472, -2.0043, 0.1244], [-1.0199, 2.1480, -1.0387], [0.6817, 3.2017, -0.2812], [-0.5857, 1.6474, 0.8336], [1.2769, 0.3449, -0.2388], [-0.9298, 0.3200, 1.0106], [-1.5857, -0.4061, -0.8429], [-0.3565, -2.4493, 1.3495], [-0.7422, -3.1649, -0.7389], [2.0203, 0.1110, 1.1490], [0.2885, 0.5493, -0.9856], [1.7969, -1.8040, 0.2020]],
  "gap_ha": 0.264,
  "e_homo_ev": -9.235,
  "e_lumo_ev": -2.04
}


Which of them is the most stable? Correct choice: ii.


i | {
  "formula": "C3H9NS",
  "method": "ωB97M-V with the def2-TZVPD basis set",
  "symbols": ["C", "C", "N", "C", "S", "H", "H", "H", "H", "H", "H", "H", "H", "H"],
  "xyz": [[0.0401, -0.2295, 1.5704], [0.3108, 0.3615, 0.1723], [1.2604, -0.4557, -0.6091], [-1.0382, 0.4454, -0.5780], [-0.9258, 0.9925, -2.3107], [-0.8960, 0.1381, 1.9810], [0.8429, 0.0657, 2.2476], [0.0896, -1.3049, 1.4216], [0.6566, 1.4020, 0.1107], [1.9252, -0.8329, 0.0657], [0.7529, -1.3007, -0.8973], [-1.4247, -0.5845, -0.5586], [-1.7456, 1.0702, -0.0420], [0.1517, 0.2330, -2.5735]],
  "gap_ha": 0.362,
  "e_homo_ev": -8.872,
  "e_lumo_ev": 0.99,
  "smiles": "C[C@@H](N)CS"
}


ii | {
  "formula": "C3H9NS",
  "method": "ωB97M-V with the def2-TZVPD basis set",
  "symbols": ["C", "N", "H", "H", "H", "C", "S", "C", "H", "H", "H", "H", "H", "H"],
  "xyz": [[-2.7533, 0.4357, 3.2800], [-1.6985, 0.2078, 3.9598], [-3.2809, 1.3478, 2.9913], [-3.0627, -0.4209, 2.6457], [-1.0214, -0.1550, 3.2847], [2.5168, -0.2817, -1.1265], [1.5318, 1.0309, -1.9049], [0.1670, 0.0163, -2.5124], [2.9710, -0.9296, -1.8698], [3.1981, 0.1954, -0.4283], [1.8380, -0.8740, -0.5076], [-0.5279, 0.6589, -3.0426], [-0.3774, -0.4021, -1.6639], [0.4994, -0.8295, -3.1055]],
  "gap_ha": 0.333,
  "e_homo_ev": -8.594,
  "e_lumo_ev": 0.47,
  "smiles": "C=N.CSC"
}


Which of them is the most stable? Correct choice: i.


i | {
  "formula": "C2H5IO",
  "method": "ωB97M-V with the def2-TZVPD basis set",
  "symbols": ["C", "C", "O", "I", "H", "H", "H", "H", "H"],
  "xyz": [[-0.6748, 0.7146, 0.3928], [0.2658, -0.1826, -0.2131], [-0.0892, -1.4311, 0.1531], [2.4299, 0.2141, -0.1020], [-0.2684, 0.8882, 1.3214], [-0.8513, 1.7433, 0.0169], [-1.5743, 0.2628, 0.5876], [0.2143, -0.1064, -1.9911], [0.5480, -2.1029, -0.1655]],
  "gap_ha": 0.323,
  "e_homo_ev": -8.758,
  "e_lumo_ev": 0.03
}


ii | {
  "formula": "C2H5IO",
  "method": "ωB97M-V with the def2-TZVPD basis set",
  "symbols": ["C", "C", "O", "H", "H", "H", "H", "I", "H"],
  "xyz": [[-1.3207, 0.8291, -0.2781], [-0.9089, -0.3631, 0.1530], [0.2890, -0.8524, 0.2191], [-2.4647, 0.9313, -0.3168], [-0.7544, 1.6625, -0.6353], [-1.5851, -1.1784, 0.5305], [0.8282, -0.0707, 0.0279], [3.2890, 0.1912, -0.0623], [2.6275, -1.1496, 0.3619]],
  "gap_ha": 0.352,
  "e_homo_ev": -8.983,
  "e_lumo_ev": 0.60,
  "smiles": "C=CO.I"
}


Which of them is the most stable? Correct choice: ii.